# 1
DFT (ωB97M-V with the def2-TZVPD basis set) results for C88H189F3FeN11O24 as an isolated structure at a distorted geometry.

Element x y z (Å)
C1 -4.020 -1.293 -5.132
H1 -4.945 3.570 5.366
C2 -4.643 -4.637 -0.360
H2 3.792 0.653 8.337
C3 2.707 0.726 8.264
C4 -6.871 -0.123 -0.199
O1 -5.833 -0.819 -0.248
N1 -4.183 0.069 -4.573
H3 4.775 0.792 -4.069
H4 -1.147 -0.209 0.255
H5 -6.153 -1.414 -5.308
H6 2.513 -3.054 -8.526
H7 -0.257 1.554 -1.427
O2 2.454 4.751 -2.287
C5 -3.633 -3.638 1.655
C6 -2.857 0.664 -4.509
C7 2.727 8.203 4.280
H8 -0.925 -1.433 8.606
C8 1.606 9.321 4.098
H9 0.310 -4.632 0.663
O3 -0.155 7.394 1.322
C9 0.223 5.556 -2.538
C10 1.127 6.488 3.298
H10 0.549 2.081 6.593
H11 2.247 2.434 -4.465
H12 -1.361 4.354 -3.212
H13 -6.567 4.785 4.013
H14 -6.661 -3.779 -3.442
C11 3.562 -2.242 0.296
H15 0.830 1.605 0.130
C12 5.855 2.393 0.969
H16 -1.101 -8.698 3.227
H17 -4.178 -4.008 -1.119
C13 6.612 10.798 3.675
H18 1.845 9.638 1.263
C14 -2.982 1.873 -3.473
O4 6.614 9.689 2.714
C15 -0.838 -8.387 -0.163
H19 -2.179 -10.582 0.939
O5 -5.524 -2.009 -3.336
O6 4.408 -3.871 -1.274
C16 -2.377 -4.063 2.581
C17 -6.435 3.704 4.062
H20 2.398 -5.283 -7.884
O7 -1.352 -4.753 1.741
H21 1.846 -11.744 1.280
H22 4.452 -1.627 0.164
H23 3.942 -0.332 -3.091
H24 -0.308 -7.436 -0.095
H25 3.292 6.312 -4.351
H26 1.076 7.297 -1.592
C18 -0.865 -3.305 -2.164
H27 0.710 5.203 -0.417
C19 1.860 5.418 2.382
C20 2.031 6.874 4.519
H28 2.342 1.390 9.047
Fe1 -4.533 -0.259 -2.440
O8 3.061 0.062 -4.992
O9 -0.442 -1.014 -1.530
C21 -8.766 0.638 1.206
H29 -5.526 -4.009 -0.242
C22 1.777 -0.946 10.045
H30 -1.436 -0.340 5.183
H31 -1.871 -8.409 -0.508
N2 1.357 4.710 -3.081
H32 3.633 3.454 -4.371
C23 -0.326 1.082 -8.148
H33 2.351 -3.670 -0.659
C24 -0.617 -9.118 1.234
H34 2.995 5.696 -5.895
C25 5.793 -3.837 1.308
H35 0.620 4.531 -6.281
H36 -0.351 7.764 -2.241
C26 -1.097 -0.038 6.174
C27 4.303 -4.014 1.696
O10 -1.985 -5.320 -5.599
H37 2.561 -0.440 10.608
H38 0.592 1.485 -5.883
C28 0.897 -1.297 5.426
H39 -2.748 1.967 8.773
C29 0.591 9.065 2.930
C30 -5.808 1.808 5.662
C31 -0.666 5.510 -4.955
H40 5.606 11.216 3.681
C32 6.621 8.446 3.452
C33 4.167 -0.111 -4.134
H41 -0.435 -4.507 -7.641
C34 8.013 -3.420 2.267
H42 -0.626 -11.207 0.681
C35 0.325 -5.132 -5.927
H43 -6.626 -2.856 -1.892
H44 1.268 -5.455 -5.487
H45 -0.002 4.782 4.255
C36 0.496 7.128 -2.500
H46 1.746 -2.910 -7.089
H47 3.466 -1.437 7.080
H48 8.475 -4.406 2.315
C37 -3.236 2.834 8.329
C38 4.231 -5.209 -1.669
H49 -7.183 -0.880 1.624
H50 1.974 -1.362 5.581
H51 -0.383 -10.074 -1.446
C39 -0.842 9.219 3.487
C40 -4.942 1.754 6.998
H52 5.752 8.374 4.106
H53 -0.249 4.084 -0.976
H54 5.143 5.525 2.654
H55 -3.963 2.915 9.138
H56 4.618 -1.073 -4.378
H57 -2.823 2.841 -0.949
H58 7.375 5.929 1.475
C41 -6.414 -6.604 -2.828
H59 -0.741 -5.820 -4.105
H60 0.521 -0.013 -3.656
H61 0.211 10.004 0.903
C42 0.436 1.074 -0.736
H62 1.318 0.891 -1.351
F1 -1.566 -4.417 -1.861
H63 -1.566 9.008 2.699
H64 -3.401 -2.881 0.906
H65 2.442 1.117 -7.924
H66 2.233 -1.398 -3.778
O11 0.421 -2.392 -8.658
N3 7.071 6.309 2.360
H67 0.308 -4.104 -5.564
H68 1.022 -11.607 -0.368
H69 3.599 -5.529 -2.497
H70 -1.860 -3.214 3.026
H71 -5.942 -6.359 -0.391
H72 2.760 6.107 4.781
H73 1.223 9.374 5.117
C43 -0.761 -5.948 -5.187
H74 5.856 3.251 3.266
O12 -2.770 -1.369 -1.959
C44 1.931 1.679 -8.705
H75 5.170 -5.757 -1.744
C45 1.840 -11.300 0.284
H76 3.331 8.085 3.381
C46 1.712 4.644 -4.455
H77 0.517 -2.305 5.592
H78 -0.286 -3.164 1.037
H79 -0.343 6.531 -5.156
H80 0.542 -2.175 -10.668
H81 -3.446 -6.730 -5.511
H82 -3.719 2.575 -3.862
C47 2.470 1.266 6.927
H83 0.571 -3.993 2.359
H84 -3.215 -1.821 -4.621
C48 1.978 -0.631 8.502
H85 2.819 -1.445 0.301
H86 -2.550 3.678 8.391
C49 1.084 1.197 6.247
H87 8.526 -2.804 3.006
H88 -7.459 -2.241 -3.334
H89 -1.276 1.612 -8.082
C50 1.459 -4.781 -8.118
H90 -1.000 5.677 3.175
N4 0.554 -0.613 7.886
F2 0.383 -3.527 -1.741
O13 -9.362 0.659 2.259
H91 -1.008 8.415 4.203
H92 -2.378 -8.045 2.102
H93 -0.338 -8.506 -2.143
C51 1.784 -9.713 0.394
H94 3.744 -4.715 1.075
H95 3.736 -5.635 -0.796
H96 -0.875 -7.015 -5.381
O14 1.269 -9.720 2.707
C52 -5.178 -5.924 -1.036
C53 0.416 -0.216 6.425
H97 6.918 10.429 4.654
C54 -0.128 -2.584 -9.911
H98 0.931 -1.055 4.364
H99 3.802 -8.986 -0.198
H100 7.051 7.806 1.390
H101 2.365 -2.553 7.683
H102 -2.802 -4.662 3.386
C55 -1.313 -8.176 2.294
H103 2.162 4.517 2.917
C56 -0.011 -9.065 -1.267
H104 -3.526 3.293 1.210
H105 -3.054 -5.259 0.746
H106 -0.736 -0.751 -7.190
H107 2.200 -1.686 -5.552
N5 0.228 -5.227 -7.392
H108 -1.229 10.147 3.908
H109 -4.372 -6.656 -1.084
H110 -2.677 0.822 -5.573
C57 6.176 5.366 2.963
H111 -2.105 -0.016 -4.109
H112 1.242 5.137 1.530
H113 5.387 7.661 1.928
H114 6.008 -3.090 0.544
H115 0.893 -0.446 10.442
H116 3.219 0.800 6.287
C58 -0.012 0.047 -7.029
H117 1.482 7.037 5.446
C59 -7.489 -0.096 0.947
H118 -5.811 3.567 1.982
H119 -1.756 -2.197 -0.452
H120 1.873 -9.019 2.964
C60 2.623 3.408 -4.778
H121 0.937 7.418 -3.453
C61 -1.520 -1.986 -1.495
N6 -5.900 3.243 5.339
C62 2.948 -1.690 8.005
H122 -4.195 3.341 -1.962
C63 -5.346 -1.920 -4.777
O15 -0.142 -1.816 8.204
C64 -8.386 1.662 -1.162
C65 -0.121 -4.124 1.526
H123 -8.496 2.495 -1.840
O16 -10.242 2.260 0.240
C66 -1.067 5.377 -3.449
H124 1.707 6.635 -5.243
O17 -6.482 1.103 -2.313
H125 2.947 -2.407 -1.625
N7 0.109 0.634 -5.629
H126 2.740 2.321 6.979
O18 0.648 2.130 -8.135
H127 -4.406 2.396 -0.570
H128 -0.349 -3.611 -10.201
H129 -0.789 -7.248 2.523
H130 -3.713 -1.214 -6.175
C67 1.395 -9.029 -0.933
C68 -5.337 3.392 2.947
H131 -5.899 -7.540 -3.047
O19 -5.712 -5.545 -2.221
H132 2.719 3.283 -5.856
C69 1.519 -3.215 -8.110
C70 -6.589 -2.795 -2.980
N8 -3.973 -4.896 0.951
H133 -6.801 1.402 5.855
H134 -2.529 2.571 2.502
H135 1.297 -5.098 -9.149
H136 -6.578 -6.207 -3.830
H137 3.263 8.416 5.206
C71 6.424 7.539 2.241
F3 -0.590 -3.200 -3.489
H138 3.697 -2.130 8.664
H139 -3.259 -5.876 -3.927
H140 -7.368 3.222 3.772
H141 4.306 -2.214 2.187
H142 -1.035 5.542 -0.606
C72 3.215 -9.218 0.690
H143 -1.991 2.282 -3.276
O20 -3.549 1.486 -2.233
H144 1.267 1.321 5.179
C73 0.625 -0.354 -4.685
O21 6.539 -3.393 2.440
H145 -0.461 6.216 4.771
H146 -0.010 3.490 -4.942
O22 -3.855 2.656 7.015
H147 8.080 -2.969 1.277
H148 -2.332 4.314 2.103
C74 -7.335 0.848 -1.326
H149 -4.643 0.707 6.943
N9 3.657 -2.789 1.667
H150 2.051 -9.482 -1.676
C75 3.271 -3.128 -0.875
H151 2.961 5.548 -2.458
H152 3.172 -8.262 1.211
C76 0.929 10.009 1.723
H153 -1.665 0.892 6.149
H154 0.961 -0.370 -7.289
H155 -5.626 1.871 7.839
O23 -3.990 3.951 3.100
O24 6.114 3.719 1.337
H156 -4.732 0.494 -5.306
H157 1.556 -2.011 9.981
H158 7.224 11.687 3.521
H159 6.114 5.439 4.049
H160 1.060 11.016 2.119
H161 -1.592 5.324 -5.500
H162 0.448 -0.900 0.366
H163 1.664 -7.973 -0.914
H164 -5.376 -2.897 -5.258
H165 -1.102 -10.888 2.391
C77 -3.029 3.478 2.162
C78 -0.133 5.777 3.829
C79 -1.173 -10.549 1.357
C80 6.443 3.937 2.656
C81 -0.140 5.162 -1.098
C82 -9.191 1.649 0.006
H166 -5.138 2.322 2.890
N10 0.825 -9.214 1.429
H167 2.599 2.502 -8.958
C83 2.031 -0.961 -4.756
H168 -3.975 -5.077 -5.303
H169 -1.901 5.990 -3.109
H170 -4.328 -3.251 2.400
C84 0.367 4.474 -5.222
H171 4.125 -4.342 2.720
N11 0.672 7.674 2.443
H172 -0.029 -1.220 -4.792
H173 6.219 -4.818 1.098
H174 7.503 3.727 2.801
H175 1.666 1.062 -9.564
C85 2.479 5.919 -4.961
H176 -1.759 -0.618 6.818
H177 2.034 10.320 4.024
H178 7.547 8.291 4.006
H179 -7.398 -6.718 -2.372
C86 -3.743 2.505 -1.428
H180 3.804 -9.988 1.190
H181 -5.367 1.266 4.825
H182 -0.923 -1.841 -9.985
C87 -3.204 -5.791 -5.012
H183 4.926 2.126 1.472
H184 5.678 2.171 -0.083
H185 2.765 5.765 1.882
H186 -0.411 0.426 -9.015
C88 -0.208 -0.323 -0.286
H187 2.659 -11.645 -0.348
H188 6.625 1.754 1.401
H189 0.569 7.283 0.701

Properties
Total charge   -1
Multiplicity   5
E_LUMO (spin up / spin down)   1.406 / 1.406 eV
⟨S²⟩   6.007
HOMO level (spin up / spin down)   -3.949 / -3.939 eV

# 2
DFT (ωB97M-V with the def2-TZVPD basis set) results for C58H49N3OP2SSc as an isolated structure.

Element x y z (Å)
H1 -2.929 4.974 -2.559
H2 5.080 -0.670 0.861
C1 -4.855 0.578 -4.295
C2 2.608 -1.317 -1.357
H3 -1.151 2.148 -4.804
H4 -0.455 4.410 5.106
C3 2.104 2.885 -4.282
H5 -5.948 -0.822 -1.420
C4 0.280 -3.269 -4.903
C5 -0.592 3.483 4.566
C6 -1.787 2.074 -0.999
C7 -2.716 3.293 -1.212
Sc1 -0.431 -0.019 0.353
C8 4.121 2.331 2.859
H6 1.843 4.894 0.911
H7 0.918 -5.411 3.041
H8 4.809 3.091 2.511
C9 -1.156 -1.340 -4.667
H9 4.704 -3.892 4.343
C10 4.586 -0.857 -0.084
H10 -6.782 -0.104 -3.637
H11 -3.592 -0.528 -0.833
C11 -0.685 -2.406 -5.417
C12 -1.803 -2.264 1.847
C13 -0.198 2.163 -4.295
C14 1.226 1.576 -2.477
H12 -4.460 2.364 -0.295
H13 -2.156 1.602 -0.053
H14 0.629 -4.113 -5.481
C15 1.666 -4.629 3.044
C16 -5.737 0.013 -3.384
H15 -2.516 3.966 -0.369
H16 -2.022 -2.299 -1.434
H17 -4.778 3.903 -1.094
H18 6.403 -0.747 -1.211
H19 -2.614 3.440 -3.368
H20 -5.211 0.907 -5.262
C17 -3.928 -0.237 -1.821
C18 0.298 -1.932 -2.924
C19 2.841 0.335 2.425
C20 3.208 -1.047 -0.119
C21 -1.520 1.253 4.383
C22 0.768 -3.038 -3.635
C23 5.332 -0.896 -1.254
H21 4.321 -1.827 3.069
H22 -2.155 0.499 4.822
C24 1.038 2.910 0.793
C25 2.768 1.384 4.601
H23 1.681 -0.388 4.090
C26 -0.940 1.042 3.149
H24 -2.857 1.181 -4.699
C27 2.833 -4.780 3.777
H25 -1.932 -0.722 -5.100
H26 -1.816 2.577 6.044
C28 -2.091 -2.668 -0.417
H27 -2.886 -5.439 1.341
N1 0.336 1.931 1.333
H28 2.850 -1.515 -3.477
C29 -2.186 -3.578 2.177
C30 -3.515 0.729 -3.970
C31 2.289 2.245 -3.067
C32 3.341 -1.336 -2.531
C33 -5.268 -0.393 -2.145
C34 -2.574 -4.426 1.117
H29 3.258 2.253 -2.582
C35 1.453 -3.473 2.307
H30 0.703 3.333 -5.841
H31 5.291 -1.125 -3.387
H32 -0.919 -1.163 4.927
S1 0.877 -1.789 -1.251
H33 -1.085 -2.580 -6.408
C36 2.366 0.376 3.740
H34 4.066 1.338 0.966
C37 -1.396 -1.328 2.846
C38 -1.665 -3.118 4.467
H35 0.881 5.290 3.179
N2 -1.742 -1.838 0.548
O1 0.886 -3.144 -0.652
C39 -2.123 -3.994 3.526
C40 3.706 1.333 1.987
C41 0.857 2.839 -4.891
C42 2.405 -2.460 2.308
C43 -2.537 -3.973 -0.172
C44 -2.363 4.043 -2.493
H36 0.561 -3.374 1.703
H37 -2.816 -4.601 -1.005
H38 2.394 1.403 5.616
H39 1.482 -3.713 -3.178
C45 -0.186 2.120 2.583
N3 -1.039 -0.086 2.351
H40 -2.418 -5.001 3.788
C46 -0.010 3.330 3.288
C47 4.710 -1.116 -2.475
C48 0.738 4.348 2.664
C49 -1.300 -1.798 4.141
C50 -3.030 0.318 -2.730
P1 -1.302 0.542 -2.158
H41 2.924 3.409 -4.754
H42 -1.299 4.283 -2.541
C51 -1.339 2.463 5.079
C52 3.792 -3.775 3.773
C53 -4.209 2.974 -1.165
C54 -0.034 1.521 -3.072
H43 -1.575 -3.436 5.498
H44 1.437 2.741 -0.200
C55 -0.683 -1.053 -3.379
P2 2.119 -0.943 1.348
C56 3.654 2.360 4.164
H45 3.981 3.139 4.839
C57 3.580 -2.618 3.045
H46 1.405 1.064 -1.533
C58 1.264 4.138 1.420
H47 -4.546 2.448 -2.057
H48 2.998 -5.682 4.352
H49 -0.811 2.502 -0.748

Properties
Total charge   +1
E_LUMO   -2.830 eV
HOMO level   -9.239 eV

# 3
DFT (ωB97M-V with the def2-TZVPD basis set) results for C17H24Br3F16O6P as an isolated structure at a distorted geometry.

Element x y z (Å)
H1 -3.599 19.552 -1.732
O1 -1.544 15.104 4.558
F1 -0.567 27.368 3.252
F2 -0.982 22.965 5.575
H2 -6.565 14.331 3.430
C1 -7.264 22.025 -1.676
F3 -1.890 18.180 -3.199
H3 -1.372 16.651 6.760
C2 -3.009 18.316 -3.998
F4 -2.782 24.091 6.031
H4 -4.536 15.573 2.654
H5 -5.639 13.431 2.160
H6 3.908 19.388 -0.349
C3 -0.473 16.093 6.496
C4 0.852 14.072 1.116
O2 -5.154 20.747 -2.045
C5 -0.396 13.277 1.446
H7 -0.181 12.218 1.309
P1 -1.863 14.712 3.006
F5 -6.996 23.081 -2.422
F6 -7.031 19.725 -1.472
C6 -1.112 25.363 5.082
H8 1.223 13.676 0.170
F7 -6.924 20.444 -3.478
C7 -5.651 13.788 3.190
H9 -2.745 18.433 -5.049
H10 0.322 16.815 6.684
H11 -0.432 16.741 4.486
O3 -3.320 13.969 3.019
H12 -1.207 13.515 0.758
Br1 4.710 19.382 2.027
H13 1.640 13.943 1.858
C8 4.025 20.243 0.317
F8 -3.732 17.222 -3.917
C9 1.488 26.343 2.451
F9 -4.622 19.902 -4.713
C10 -1.829 23.969 5.167
H14 0.440 15.199 4.649
F10 -3.419 22.619 3.961
F11 2.395 25.445 2.729
F12 -3.134 24.601 3.135
Br2 5.122 21.577 -0.469
F13 -8.563 21.868 -1.581
H15 -0.556 25.547 6.001
H16 1.041 26.021 1.511
H17 -0.439 15.182 7.093
H18 -4.409 15.078 4.382
H19 -1.777 23.216 3.073
Br3 2.202 20.921 0.627
F14 -2.855 20.623 -3.824
O4 -1.791 15.853 2.079
C11 -2.507 23.629 3.770
C12 -4.457 19.568 -2.404
H20 -5.072 18.701 -2.162
H21 0.759 15.149 0.983
H22 -6.874 22.302 -0.696
C13 -0.425 15.771 4.985
H23 -5.481 12.980 3.901
C14 -4.431 14.738 3.347
C15 0.451 26.592 3.570
F15 2.194 27.443 1.963
C16 -3.770 19.626 -3.784
F16 0.994 27.136 4.646
H24 -1.933 26.074 4.990
O5 -0.140 25.377 3.964
C17 -6.600 20.730 -2.218
O6 -0.841 13.506 2.752

Properties
E_LUMO   -0.394 eV
HOMO level   -10.403 eV

Let's list energy above the lowest of the compared OMol25 structures with the same formula, charge and spin in order: 778.0; 188.3; 45.7 kJ/mol.
Let's list E_tot in order: -202366.64305; -117569.42420; -293199.90263 eV.